1.
DFT (ωB97M-V/def2-TZVPD) results for C10H12GdI2O6STl as an isolated structure.

Geometry as XYZ:
```
33
C10H12GdI2O6STl (ωB97M-V/def2-TZVPD)
Tl 0.06 -1.84 0.67
Gd 0.28 1.64 0.95
I 1.65 -4.14 0.50
I 1.71 4.07 0.49
S 1.27 0.02 -0.93
O -0.89 -0.04 3.70
O -2.74 2.71 -0.89
O 1.06 0.30 2.60
O -2.12 -2.58 3.48
O -1.90 2.80 3.72
O -2.74 -2.52 -1.34
C -1.44 2.26 2.82
C 0.91 -1.36 -3.25
C 0.58 0.04 -2.71
C 1.22 -0.38 4.88
C 1.38 1.16 -3.37
C -1.87 2.27 -0.29
C -1.72 -1.94 2.61
C -2.16 -1.75 -0.71
C 0.38 -0.03 3.68
C -0.92 0.33 -2.80
H 1.58 -1.43 4.82
H 1.10 1.27 -4.42
H 2.46 0.99 -3.31
H 2.06 0.32 4.95
H 0.63 -0.31 5.80
H 1.98 -1.60 -3.15
H 0.33 -2.13 -2.73
H 0.64 -1.43 -4.31
H -1.13 1.39 -2.99
H -1.48 0.01 -1.91
H -1.33 -0.23 -3.66
H 1.16 2.13 -2.88
```

Properties
Frontier orbital gap (spin up / spin down) ... 5.83 / 3.82 eV
HOMO level (spin up / spin down) ... -22.1 / -22.1 eV
E_tot ... -75362.064 eV
Spin multiplicity ... 8
Net charge ... +4

=====

2.
DFT (ωB97M-V/def2-TZVPD) results for one molecule with the formula C10H12N2.

Geometry as XYZ:
```
24
C10H12N2 (ωB97M-V/def2-TZVPD)
N 1.52 -0.05 -1.25
N -1.64 -0.12 -1.28
C 2.68 -0.17 -0.70
C -2.53 0.31 0.81
C -1.37 -0.28 1.02
C 0.56 0.33 -0.24
C -0.27 -2.03 -0.46
C -2.62 0.38 -0.61
C 2.62 -0.12 0.76
C 1.39 0.36 1.07
C 0.21 1.86 -0.46
C -0.67 -0.56 -0.20
H -3.15 0.59 1.54
H 0.89 0.69 1.95
H 0.50 -2.00 -1.28
H -3.60 0.52 -1.14
H -1.19 -2.48 -0.74
H 1.03 2.46 -0.17
H -0.53 2.08 0.26
H 0.19 -2.39 0.48
H 3.49 -0.52 1.33
H 3.56 -0.25 -1.24
H -0.05 1.97 -1.51
H -1.00 -0.60 2.06
```

Properties
Frontier orbital gap ... 9.75 eV
HOMO level ... -9.2 eV
E_tot ... -13541.838 eV

=====

3.
DFT (ωB97M-V/def2-TZVPD) results for one molecule with the formula C10H12N2.

Geometry as XYZ:
```
24
C10H12N2 (ωB97M-V/def2-TZVPD)
N -1.58 2.90 2.18
N 0.82 -0.14 3.86
C -2.04 -0.37 1.47
C -0.70 0.01 0.80
C -0.69 -1.60 -1.18
C -0.19 -0.49 -0.35
C 1.52 1.46 1.05
C 0.16 0.98 1.57
C 1.10 0.15 -0.90
C 0.50 0.27 2.84
C 1.35 1.65 -0.50
C -0.78 2.08 1.96
H 0.58 2.41 -0.76
H 2.27 2.03 -1.06
H 0.13 -2.22 -1.42
H -1.92 -1.19 2.21
H 1.83 -0.51 -0.54
H -0.99 -1.26 -2.22
H 1.78 2.32 1.64
H -2.75 -0.83 0.78
H -2.64 0.49 1.89
H 2.31 0.79 1.21
H -1.32 -2.16 -0.61
H 1.12 0.02 -1.96
```

Properties
Frontier orbital gap ... 10.18 eV
HOMO level ... -9.5 eV
E_tot ... -13542.748 eV

=====

4.
DFT (ωB97M-V/def2-TZVPD) results for C10H12N2S as an isolated structure.

Geometry as XYZ:
```
25
C10H12N2S (ωB97M-V/def2-TZVPD)
S 0.49 2.07 -0.72
N -2.43 0.18 1.33
N -1.97 0.10 -0.97
C 1.50 -0.46 -0.91
C 1.63 0.77 -0.21
C -1.74 0.75 0.33
C -0.70 1.79 0.62
C 2.32 -1.51 -0.53
C -3.26 -0.86 0.71
C -3.27 -0.67 -0.75
C 3.76 0.03 0.70
C 3.40 -1.31 0.24
C 2.86 1.10 0.45
H -0.05 1.40 1.43
H -4.12 -0.02 -0.89
H 4.04 -2.22 0.65
H 3.13 2.19 0.65
H -1.49 0.42 -2.18
H -2.66 -1.74 1.37
H -1.24 2.72 0.77
H 0.65 -0.57 -1.64
H -4.23 -0.60 1.13
H 2.13 -2.53 -1.02
H -3.49 -1.47 -1.51
H 4.73 0.42 0.95
```

Properties
Frontier orbital gap ... 8.53 eV
HOMO level ... -8.1 eV
E_tot ... -24375.749 eV

=====

5.
DFT (ωB97M-V/def2-TZVPD) results for one molecule with the formula C10H12N3P.

Geometry as XYZ:
```
26
C10H12N3P (ωB97M-V/def2-TZVPD)
P -1.66 -3.00 2.60
N 0.77 -1.86 2.24
N 0.64 -0.33 0.72
N 1.47 -1.00 1.61
C -0.45 -1.94 1.94
C -0.63 -0.70 0.71
C -1.84 -0.30 0.06
C 0.78 2.10 0.24
C 1.08 0.75 0.00
C -2.37 -1.45 -0.79
C 2.03 0.47 -1.02
C 2.62 1.47 -1.88
C 1.46 3.06 -0.49
C 2.31 2.75 -1.57
H -1.48 0.39 -0.66
H 1.12 4.05 -0.40
H 3.52 1.32 -2.38
H -2.61 0.22 0.63
H -2.71 -2.10 2.27
H -1.71 -3.81 1.51
H -2.96 -2.10 -0.15
H 0.17 2.24 1.07
H -3.05 -1.11 -1.52
H 2.81 3.45 -2.22
H 2.33 -0.56 -1.30
H -1.61 -2.00 -1.21
```

Properties
Frontier orbital gap ... 8.90 eV
HOMO level ... -8.3 eV
E_tot ... -24319.422 eV

=====

6.
DFT (ωB97M-V/def2-TZVPD) results for an isolated ion of composition C10H12NO and charge +1.

Geometry as XYZ:
```
24
C10H12NO (ωB97M-V/def2-TZVPD)
O 2.19 0.42 -0.17
N 1.01 -0.54 -2.53
C -0.03 0.46 2.62
C -0.71 0.64 0.29
C -1.36 0.35 3.01
C -2.03 0.52 0.71
C 1.90 -1.57 -2.51
C -0.16 -0.54 -1.84
C -2.36 0.38 2.05
C -0.43 0.86 -1.15
C 0.31 0.58 1.27
C 1.73 0.61 0.93
H -0.94 -0.57 -2.62
H -0.32 -1.39 -1.15
H 2.40 0.77 1.80
H -1.60 0.24 4.05
H 2.79 -1.15 -2.00
H -1.27 1.36 -1.62
H -2.82 0.56 -0.02
H 2.30 -1.72 -3.52
H -3.40 0.31 2.35
H 1.58 -2.50 -2.02
H 0.47 1.47 -1.31
H 0.75 0.44 3.36
```

Properties
Frontier orbital gap (spin up / spin down) ... 5.97 / 5.98 eV
HOMO level (spin up / spin down) ... -13.2 / -13.2 eV
E_tot ... -14092.071 eV
Net charge ... +1

=====

7.
DFT (ωB97M-V/def2-TZVPD) results for C10H12NO as an isolated structure.

Geometry as XYZ:
```
24
C10H12NO (ωB97M-V/def2-TZVPD)
O -0.52 1.95 1.48
N -1.64 -1.11 0.58
C 0.02 -0.44 1.07
C 2.06 -1.18 0.01
C 2.07 0.97 -1.72
C 3.12 -1.01 -0.91
C 3.15 0.10 -1.74
C -0.83 0.76 1.38
C 1.01 -0.21 0.11
C 0.96 0.76 -0.87
C -2.15 0.07 1.26
C -3.19 0.81 0.45
H -1.71 -0.94 -0.42
H 2.01 -2.12 0.64
H 0.37 -1.01 1.91
H -2.81 0.89 -0.54
H -3.30 1.76 0.83
H -4.28 0.26 0.40
H 0.29 1.56 -0.99
H 4.03 0.55 -2.41
H -2.65 -0.34 2.15
H 3.92 -1.70 -0.99
H -1.88 -2.04 0.79
H 1.95 1.67 -2.48
```

Properties
Frontier orbital gap ... 8.69 eV
HOMO level ... -13.3 eV
E_tot ... -14092.949 eV
Net charge ... +1

=====

8.
DFT (ωB97M-V/def2-TZVPD) results for a 2-piece molecular cluster, C10H12NO overall.

Geometry as XYZ:
```
24
C10H12NO (ωB97M-V/def2-TZVPD)
O 0.76 0.79 2.40
N 2.05 0.18 0.21
C 0.99 0.52 -0.46
C -1.82 -2.29 -1.79
C -2.05 -0.91 -1.81
C 0.04 1.32 1.43
C 0.38 2.68 1.16
C -0.74 -2.80 -1.05
C 2.67 0.02 1.17
C -1.21 0.06 -1.33
C 0.17 -1.81 -0.59
C -0.02 -0.47 -0.81
H -3.05 -0.65 -1.99
H -1.01 0.79 1.36
H 3.60 -0.34 1.67
H 1.33 2.91 1.43
H 1.14 -2.18 -0.27
H 0.97 1.47 -1.00
H 0.36 0.06 2.95
H -0.26 3.41 1.73
H -2.46 -2.91 -2.37
H 0.22 2.98 0.13
H -1.50 1.06 -1.22
H -0.57 -3.88 -0.95
```

Properties
Frontier orbital gap (spin up / spin down) ... 7.80 / 7.80 eV
HOMO level (spin up / spin down) ... -11.8 / -11.8 eV
E_tot ... -14091.133 eV
Net charge ... +1